## P
{
  "formula": "C5H7NOS",
  "method": "wB97M-V/def2-TZVPD",
  "smiles": "Cc1c(S)c[nH]c1O",
  "lumo_ev": 0.65,
  "homo_ev": -7.640,
  "gap_ev": 8.295,
  "species": ["H", "C", "H", "N", "H", "H", "C", "C", "C", "C", "O", "S", "H", "H", "H"],
  "coordinates": [[-2.5832, 1.0276, -0.1627], [0.4021, -1.8391, -0.0540], [0.7821, 2.2373, 0.8415], [-0.9902, -1.6326, -0.0908], [0.8829, -2.8043, -0.1795], [0.8100, 2.0737, -0.8871], [0.2087, 1.8690, -0.0768], [-1.2901, -0.2918, -0.0266], [0.9908, -0.5713, 0.0066], [-0.0611, 0.3998, 0.0760], [-2.5754, 0.0548, -0.1300], [2.7137, -0.2280, -0.1858], [-1.6473, -2.3519, -0.0094], [3.0051, -0.4700, 1.0683], [-0.6483, 2.5268, -0.1898]],
  "nbo_charge": [0.49, -0.08, 0.22, -0.53, 0.22, 0.22, -0.62, 0.44, -0.25, -0.19, -0.66, 0.01, 0.41, 0.12, 0.20]
}

***

## Q
{
  "formula": "C5H7NOS",
  "method": "wB97M-V/def2-TZVPD",
  "lumo_ev": [-0.87, -0.60],
  "homo_ev": [-8.339, -8.214],
  "gap_ev": [7.465, 7.614],
  "species": ["S", "H", "H", "O", "H", "C", "H", "H", "C", "C", "H", "C", "N", "C", "H"],
  "coordinates": [[-0.1908, -1.8148, -0.4746], [-1.4299, -3.7808, -0.8339], [1.7783, 2.3084, -0.5967], [1.4927, 0.7797, 1.4817], [1.0924, 1.3857, -1.8314], [-1.2866, 0.1746, 0.8812], [1.0660, 1.6048, 1.9314], [-0.0635, 2.0672, -0.8935], [0.9894, 1.6887, -0.8246], [1.0945, 0.4680, 0.1032], [-2.5081, -2.3585, 0.0291], [-1.6213, -2.8043, -0.4054], [-2.1593, 0.7340, 1.3879], [-0.1528, -0.2422, 0.1978], [1.8988, -0.2106, -0.1521]],
  "nbo_charge": [0.64, 0.24, 0.22, -0.74, 0.22, 0.23, 0.48, 0.23, -0.63, 0.07, 0.24, -0.68, -0.31, -0.42, 0.21]
}

***

## R
{
  "formula": "C5H7NOS",
  "method": "wB97M-V/def2-TZVPD",
  "lumo_ev": 0.70,
  "homo_ev": -8.429,
  "gap_ev": 9.134,
  "species": ["H", "H", "C", "N", "H", "C", "H", "C", "C", "H", "C", "H", "O", "S", "H"],
  "coordinates": [[1.3125, -0.2906, -1.6342], [1.3241, -0.8768, 1.1684], [-1.5509, 0.8599, 0.4874], [-1.4699, -1.1482, -0.6203], [-3.4119, -1.8927, -0.4889], [-2.7038, -1.1195, -0.2645], [-1.2688, 1.8016, 0.9122], [1.3421, 0.2345, -0.6906], [-0.8362, -0.0416, -0.2013], [2.6404, 0.2840, 1.0149], [2.0296, -0.4367, 0.4689], [1.6027, 2.0126, -0.0233], [1.5067, 1.5622, -0.8750], [-3.1924, 0.2867, 0.6365], [2.6757, -1.2353, 0.1097]],
  "nbo_charge": [0.20, 0.25, -0.52, -0.48, 0.21, -0.13, 0.23, 0.26, 0.08, 0.21, -0.69, 0.48, -0.67, 0.35, 0.23]
}

***

Which structure loses on stability? Q does.

***

## P
{
  "formula": "C4H5NOS2",
  "method": "wB97M-V/def2-TZVPD",
  "smiles": "C1=NS[C@H]2OCS[C@@H]12",
  "lumo_ev": 0.64,
  "homo_ev": -8.806,
  "gap_ev": 9.443,
  "species": ["H", "H", "H", "H", "H", "C", "N", "C", "S", "O", "C", "C", "S"],
  "coordinates": [[0.4878, -0.1121, -2.7298], [-1.1196, 1.6482, 0.9081], [0.2031, -1.1773, -1.3715], [-2.2109, -0.7930, 0.9875], [1.4225, 1.4525, 0.7346], [0.8082, 0.6789, 0.3251], [-0.3477, -1.3539, 1.4369], [0.2162, -0.1573, -1.6899], [-1.3167, 0.8003, -1.3859], [1.2248, 0.4971, -0.9833], [-1.1575, -0.5153, 0.9848], [-0.7163, 0.7742, 0.3322], [1.2510, -0.8128, 1.3588]],
  "nbo_charge": [0.22, 0.27, 0.19, 0.20, 0.22, -0.05, -0.52, -0.21, 0.21, -0.50, 0.08, -0.47, 0.36]
}

***

## Q
{
  "formula": "C4H5NOS2",
  "method": "wB97M-V/def2-TZVPD",
  "smiles": "C=C(C=S)N(S)C=O",
  "lumo_ev": -1.27,
  "homo_ev": -9.152,
  "gap_ev": 7.879,
  "species": ["H", "H", "O", "N", "H", "C", "S", "C", "C", "H", "S", "C", "H"],
  "coordinates": [[-0.2060, 0.0299, 2.6702], [2.0137, 0.5972, -0.2122], [1.7281, 1.2639, -2.0956], [0.0738, 0.4312, -0.7451], [0.6515, 1.4265, 1.8002], [-0.2557, -0.0794, 0.5527], [-1.1451, 0.6912, -1.8384], [1.3719, 0.7785, -1.0644], [-0.9224, -1.3701, 0.5430], [-0.9306, -1.8887, -0.4497], [-1.6639, -2.0689, 1.8186], [0.1499, 0.4884, 1.7184], [-0.8652, -0.2996, -2.6975]],
  "nbo_charge": [0.23, 0.12, -0.55, -0.63, 0.21, 0.04, 0.25, 0.54, -0.30, 0.22, 0.07, -0.32, 0.11]
}

***

## R
{
  "formula": "C4H5NOS2",
  "method": "wB97M-V/def2-TZVPD",
  "smiles": "O=CSC1=NSCC1",
  "lumo_ev": 0.43,
  "homo_ev": -8.498,
  "gap_ev": 8.930,
  "species": ["N", "O", "H", "H", "C", "S", "H", "C", "C", "H", "C", "S", "H"],
  "coordinates": [[-1.0576, -1.7076, -0.3625], [2.3745, 0.7703, -0.6374], [0.1351, 0.8461, 1.1049], [3.6477, -0.7844, -0.1485], [-1.9156, 0.6803, 0.2423], [-2.5527, -0.9152, -0.3981], [0.1143, 1.1157, -0.6013], [-0.3923, 0.5762, 0.1734], [-0.0891, -0.9154, -0.0837], [-2.1785, 1.4732, -0.4567], [2.6308, -0.3613, -0.2837], [1.5310, -1.6443, 0.1509], [-2.2477, 0.8665, 1.3004]],
  "nbo_charge": [-0.55, -0.54, 0.24, 0.14, -0.57, 0.42, 0.26, -0.49, 0.11, 0.24, 0.23, 0.28, 0.23]
}

***

Which structure loses on stability? Q does.

***

## P
{
  "formula": "C3H3N3OS",
  "method": "wB97M-V/def2-TZVPD",
  "smiles": "[H]/N=C(/C#N)N(S)C=O",
  "lumo_ev": -0.46,
  "homo_ev": -9.626,
  "gap_ev": 9.164,
  "species": ["O", "H", "N", "C", "H", "S", "H", "N", "C", "C", "N"],
  "coordinates": [[2.5617, -0.1367, -0.0437], [1.7285, -1.9300, 0.0630], [-1.2863, 1.5922, -0.0394], [1.4972, 0.4483, 0.0158], [-0.4834, 2.2047, 0.0417], [0.3653, -2.0160, -0.0271], [1.3759, 1.5361, 0.0741], [0.2875, -0.2396, -0.0132], [-2.0615, -0.5833, -0.0148], [-0.9903, 0.3864, -0.0536], [-2.9946, -1.2619, -0.0027]],
  "nbo_charge": [-0.56, 0.19, -0.56, 0.53, 0.35, 0.17, 0.14, -0.57, 0.20, 0.34, -0.22]
}

***

## Q
{
  "formula": "C3H3N3OS",
  "method": "wB97M-V/def2-TZVPD",
  "lumo_ev": -0.53,
  "homo_ev": -9.732,
  "gap_ev": 9.206,
  "species": ["C", "N", "C", "O", "N", "C", "N", "S", "H", "H", "H"],
  "coordinates": [[-1.6730, 0.8039, -0.0686], [2.1977, 0.1182, 0.0952], [1.0428, 0.6473, 0.1800], [2.1923, -1.2408, -0.1474], [-2.3793, -1.2871, 0.1911], [-0.3763, 0.1993, -0.0429], [-2.7906, 0.0393, -0.1075], [-0.7974, -1.4224, 0.0430], [3.0268, -1.6108, -0.2250], [1.1420, 1.7776, 0.4942], [-1.5850, 1.9755, -0.4120]],
  "nbo_charge": [-0.03, -0.09, 0.02, -0.58, -0.45, -0.41, -0.21, 0.83, 0.49, 0.22, 0.23]
}

***

## R
{
  "formula": "C3H3N3OS",
  "method": "wB97M-V/def2-TZVPD",
  "smiles": "[H]/N=C(/C#N)N(S)C=O",
  "lumo_ev": -1.04,
  "homo_ev": -9.876,
  "gap_ev": 8.833,
  "species": ["S", "N", "O", "H", "N", "H", "C", "N", "C", "C", "H"],
  "coordinates": [[0.4868, -1.9392, -0.0420], [-2.9840, -1.3488, -0.3056], [2.5036, -0.0743, -0.1951], [1.1930, 1.6976, 0.0548], [0.3108, -0.1772, 0.0964], [-0.4626, 2.0968, -0.4221], [-0.9221, 0.3351, 0.1378], [-1.4750, 1.5884, -0.0396], [-1.9939, -0.6806, 0.2062], [1.4486, 0.5666, -0.0767], [1.8948, -2.0644, 0.5859]],
  "nbo_charge": [0.19, -0.22, -0.55, 0.16, -0.57, 0.30, 0.30, -0.53, 0.19, 0.53, 0.21]
}

***

Which structure loses on stability? R does.

***

## P
{
  "formula": "C3H3N3OS",
  "method": "wB97M-V/def2-TZVPD",
  "lumo_ev": -0.30,
  "homo_ev": -9.651,
  "gap_ev": 9.347,
  "species": ["H", "C", "H", "C", "N", "C", "O", "H", "S", "N", "N"],
  "coordinates": [[-1.1961, -1.4865, -0.9680], [-1.0486, 1.3118, -0.6716], [-1.9517, 1.2597, -1.2354], [-0.1907, 0.2533, -0.2838], [0.3908, -2.1242, 0.1862], [-0.3460, -1.2498, -0.3537], [1.5801, -1.5328, 0.8217], [2.1434, -2.3302, 1.0368], [0.9724, 1.0081, 0.7477], [0.3621, 2.4623, 0.7135], [-0.7157, 2.4282, 0.0066]],
  "nbo_charge": [0.22, -0.06, 0.23, -0.35, -0.09, 0.03, -0.61, 0.50, 0.77, -0.40, -0.22]
}

***

## Q
{
  "formula": "C3H3N3OS",
  "method": "wB97M-V/def2-TZVPD",
  "smiles": "[H]/N=C(/C#N)N(S)C=O",
  "lumo_ev": -0.65,
  "homo_ev": -9.585,
  "gap_ev": 8.932,
  "species": ["N", "N", "C", "N", "S", "H", "C", "H", "C", "O", "H"],
  "coordinates": [[-0.0327, 3.2063, 0.9303], [-0.3269, -0.1447, -0.1837], [0.2055, 2.0924, 0.5775], [1.9010, 0.3868, 0.5969], [-1.8656, 0.5990, -0.4071], [2.1517, -0.6146, 0.1757], [0.6979, 0.7055, 0.2901], [-2.4388, -0.4948, -0.7557], [-0.1111, -1.5210, -0.3310], [-1.0334, -2.2285, -0.7167], [0.8524, -1.9863, -0.1764]],
  "nbo_charge": [-0.22, -0.59, 0.19, -0.57, 0.23, 0.35, 0.34, 0.15, 0.51, -0.56, 0.16]
}

***

Which structure loses on stability? P does.